ORCA calculation (ωB97M-V/def2-TZVPD) on a 4-piece molecular cluster, C5H19NO4 overall in a non-equilibrium geometry.

## Properties
highest occupied orbital energy: -0.344 Ha
lowest unoccupied orbital energy: 0.0094 hartree
2S+1: 1
energy: -15172.2019 eV
SMILES: CNCC[C@H](C)O.O.O.O

The geometry in XYZ format:
```
29
C5H19NO4 (ωB97M-V/def2-TZVPD)
O 0.3884 1.3626 2.6522
O -2.2204 -2.3276 -0.3177
O 0.1896 -2.8769 2.8573
O 3.5518 -0.4894 -1.6607
N 0.4950 -0.0347 -1.3890
C 0.5245 1.6992 0.3795
C -1.6418 0.9941 1.4434
C 0.2124 1.3465 -1.0601
C -0.0301 -0.3626 -2.7413
C -0.1195 0.8093 1.4106
H -2.2969 0.1822 1.1106
H -1.7990 -2.2215 0.5455
H 0.3277 2.7510 0.5510
H -0.7351 -1.1929 -2.7504
H 2.6749 -0.8298 -1.8315
H -0.7970 1.7201 -1.3352
H -0.4135 -3.1711 2.1856
H 3.4034 0.4625 -1.6216
H 0.4502 0.7159 3.3604
H -1.9911 1.8244 0.8427
H 0.7920 -0.5110 -3.4392
H 1.6162 1.7016 0.4856
H 0.7590 2.0047 -1.7531
H -0.5949 0.4649 -3.1025
H 0.2130 -0.2304 1.3965
H -2.2861 -1.3888 -0.5477
H 0.1488 -0.6852 -0.7070
H 1.0983 -2.8199 2.5825
H -1.9198 1.1026 2.4536
```

=====

ORCA calculation (ωB97M-V/def2-TZVPD) on a 6-piece molecular cluster, C5H19NO5 overall in a non-equilibrium geometry.

## Properties
highest occupied orbital energy (spin up / spin down): 0.009 / -0.108 Ha
lowest unoccupied orbital energy (spin up / spin down): 0.1050 / 0.1039 hartree
charge: -1
2S+1: 2
energy: -17219.8124 eV

The geometry in XYZ format:
```
30
C5H19NO5 (ωB97M-V/def2-TZVPD)
O 0.7913 1.2097 -3.2543
O 3.2348 0.7419 1.9384
O -1.6171 1.6520 -2.1611
O 2.4951 -1.8375 0.9964
O 2.1427 -0.2694 -1.2898
N -0.4356 0.3523 0.0411
C -1.6732 -2.1991 -0.6401
C -1.2058 1.7222 2.5200
C -1.3879 -0.1985 0.9504
C -1.9666 -1.4082 0.6041
C -1.4172 0.3875 2.2488
H -1.1841 2.1273 3.5235
H 1.0184 2.1341 -3.1095
H -0.1647 1.1817 -3.0460
H 0.2565 1.0031 0.3756
H -2.5870 -2.6793 -1.0105
H 1.7320 0.1145 -2.1002
H -2.5523 -1.9166 1.3625
H -1.0925 2.4754 1.7471
H 2.9690 0.2229 -1.2135
H -0.0047 -0.2762 -0.6185
H -0.9310 -3.0096 -0.5235
H 2.2516 -1.4780 0.1278
H -1.3994 -1.5805 -1.4984
H 3.1443 -0.2172 1.7783
H -2.5297 1.8826 -1.9508
H -1.3130 1.1997 -1.3296
H -1.5680 -0.3552 3.0234
H 1.6917 -2.1362 1.4359
H 3.3024 1.1546 1.0726
```

=====

ORCA calculation (ωB97M-V/def2-TZVPD) on a 4-piece molecular cluster, C5H19NO5 overall in a non-equilibrium geometry.

## Properties
highest occupied orbital energy: -0.363 Ha
lowest unoccupied orbital energy: 0.0159 hartree
2S+1: 1
energy: -17218.4121 eV
SMILES: N[C@@H](CO)CCCO.O.O.O

The geometry in XYZ format:
```
30
C5H19NO5 (ωB97M-V/def2-TZVPD)
O 1.3265 -1.2559 2.5552
O 4.2243 1.3700 0.1746
O -3.8842 1.0734 -0.4853
O -0.0585 -2.4816 0.3851
O 1.8898 -1.1492 -0.7090
N -1.8565 -0.1482 1.4122
C -2.5088 1.5887 -0.3871
C -1.6484 0.3504 -0.0562
C 1.7603 0.0039 -1.5386
C 0.3123 0.4260 -1.6966
C -0.1614 0.7700 -0.2422
H -0.7806 -1.9019 0.7523
H 2.2412 -0.2755 -2.5571
H 0.2652 1.1820 -2.4899
H 0.5102 -0.9990 2.9019
H 3.8387 1.8004 1.0334
H -1.6594 0.5427 2.1596
H -4.1821 0.8233 -1.3790
H -0.2277 1.8819 -0.1285
H -2.2064 2.2654 -1.1418
H -0.2399 -0.3565 -2.1996
H -2.7464 -0.4302 1.6109
H 3.5308 1.1752 -0.4660
H 2.4446 0.7731 -1.1983
H -0.4787 -3.3376 0.6382
H 1.2280 -1.8695 1.8403
H 1.1874 -1.7794 -1.0569
H -2.0097 -0.4284 -0.9041
H -2.7022 2.3125 0.3640
H 0.4745 0.3706 0.4940
```

=====

ORCA calculation (ωB97M-V/def2-TZVPD) on a 5-piece molecular cluster, C5H19NO6 overall in a non-equilibrium geometry.

## Properties
highest occupied orbital energy: -0.357 Ha
lowest unoccupied orbital energy: 0.0062 hartree
2S+1: 1
energy: -19267.5229 eV
SMILES: CNC(=O)CCCO.O.O.O.O

The geometry in XYZ format:
```
31
C5H19NO6 (ωB97M-V/def2-TZVPD)
O -0.1525 1.3599 -0.2467
O 0.0539 1.4916 2.5881
O 1.4478 3.4657 -0.5777
O -0.6316 -3.2975 0.7807
O 2.3260 0.8018 1.2386
O -1.3787 -0.5567 3.0566
N 0.7787 0.3778 -1.9593
C 1.0578 -0.5253 -3.0609
C -1.2865 -1.7879 -1.0570
C -1.4551 -0.3298 -1.5625
C -1.1933 -2.0424 0.4343
C -0.3303 0.5354 -1.1430
H 2.1260 -0.5968 -3.2440
H 1.8739 2.8501 0.0243
H 3.2033 0.7712 1.6417
H 0.5455 3.1333 -0.6501
H -1.5464 -0.3391 -2.6482
H 0.5212 -0.2306 -3.9659
H 2.1684 -0.1195 0.9960
H -0.1098 2.4354 2.6435
H -2.1540 -2.3581 -1.3966
H 1.6089 0.7953 -1.5664
H -1.8353 0.1706 2.6157
H -0.3893 -3.2670 1.7092
H 0.7419 -1.5489 -2.8393
H -2.0180 -1.6092 1.0025
H -1.0257 -0.0798 3.8134
H -2.4729 -0.1335 -1.2285
H -0.3774 -1.3850 0.7901
H -0.4537 -2.3335 -1.5089
H 0.7415 1.2187 1.9605
```

=====

ORCA calculation (ωB97M-V/def2-TZVPD) on a 5-piece molecular cluster, C5H19NO6 overall in a non-equilibrium geometry.

## Properties
highest occupied orbital energy: -0.344 Ha
lowest unoccupied orbital energy: 0.0161 hartree
2S+1: 1
energy: -19266.5445 eV
SMILES: CN[C@@H](C=O)CCO.O.O.O.O

The geometry in XYZ format:
```
31
C5H19NO6 (ωB97M-V/def2-TZVPD)
O -3.5205 1.5353 2.2880
O 0.4688 -2.2172 -0.5545
O -1.1323 0.1605 2.6568
O 1.9635 -0.3321 1.2684
O -3.7325 -0.8368 0.6659
O -0.8057 -2.5153 2.1131
N 0.9779 1.6706 -0.9787
C 0.8036 2.1781 -2.3570
C 2.1775 0.8147 -0.8236
C 2.0494 -0.5338 -1.5416
C 2.2340 0.6909 0.7032
C 0.6494 -1.1949 -1.5128
H 2.7080 1.5771 1.1579
H -0.0944 -0.4246 -1.2561
H -0.2833 2.2527 -2.4567
H -3.9877 0.8084 1.8772
H 2.4298 -0.3203 -2.5373
H -2.9142 1.2209 2.9761
H 0.9182 -1.9373 0.2520
H -2.8013 -1.0095 0.6687
H -1.3171 -0.6824 2.2377
H -0.4244 -3.0077 1.3895
H 0.9407 2.4600 -0.3609
H 0.4436 -1.5599 -2.5155
H -3.9795 -0.9725 -0.2560
H -1.4846 -3.0486 2.5534
H 2.6744 -1.2761 -1.0212
H 1.0133 1.4601 -3.1562
H -0.3377 0.6041 2.4543
H 2.9565 1.3578 -1.4205
H 1.4068 3.0780 -2.5137
```

=====

ORCA calculation (ωB97M-V/def2-TZVPD) on a 5-piece molecular cluster, C5H20 overall in a non-equilibrium geometry.

## Properties
highest occupied orbital energy: -0.455 Ha
lowest unoccupied orbital energy: 0.0261 hartree
2S+1: 1
energy: -5506.7339 eV
SMILES: C.C.C.C.C

The geometry in XYZ format:
```
25
C5H20 (ωB97M-V/def2-TZVPD)
C -2.3399 0.2795 3.9193
C 2.3779 -1.7917 -1.5876
C -1.6759 -0.7167 -3.1929
C 3.7330 -1.1744 5.4874
C -2.0236 3.4770 -4.6121
H -2.9310 2.8943 -4.4118
H 4.6811 -0.7479 5.8540
H -2.3633 1.3269 3.6976
H -2.3349 -0.0782 -3.8911
H -0.8887 -0.2691 -2.7874
H 3.0152 -0.7180 6.2675
H 2.4563 -2.7947 -1.1731
H -2.1256 4.2063 -5.4846
H 3.5014 -0.8759 4.5774
H -3.4970 0.1761 4.1712
H 2.3125 -1.4222 -0.6349
H -1.4207 2.7799 -5.0885
H -2.1020 -0.3219 3.0175
H 3.2701 -1.6192 -2.1214
H -1.0670 -1.4759 -3.7762
H 3.6157 -2.2720 5.5964
H -1.7337 3.8611 -3.7723
H -1.8457 0.0152 4.8049
H -2.3271 -1.1880 -2.4533
H 1.7130 -1.5504 -2.4060
```